Density functional theory data (wB97M-V/def2-TZVPD) for a cluster of 2 separate species, C18H33ClF2N5O4PS2 in total.

* HOMO-LUMO gap: 6.0 eV
* max |F|: 0.1181 Eh/bohr
* E_HOMO: -8.4 eV

The geometry in XYZ format:
```
66
C18H33ClF2N5O4PS2 (wB97M-V/def2-TZVPD)
C -0.56386 1.72573 2.11963
C -0.39287 1.10553 0.57559
C -1.28636 -0.25918 0.43334
C -1.16432 -1.03584 -1.00224
C -2.45862 -0.62959 -1.98057
P 0.50214 -0.83598 -1.90862
C 2.04852 -1.28056 -0.87993
C 1.97102 -2.71013 -0.08275
C 1.43491 -2.56973 1.49000
C 0.42556 -3.81132 1.89114
N -0.96218 -3.38287 2.31330
C -1.04256 -2.98853 3.77100
N -0.05365 -3.11741 4.71446
N -2.39325 -2.42961 4.25584
C 0.76276 0.86879 -2.75049
C 0.32148 1.21471 -4.32761
C 0.67240 2.72118 -4.83675
N 1.28889 3.88228 -4.13454
C 1.70828 3.64424 -2.72429
C 1.48374 2.18365 -2.04242
C 0.46354 -2.12106 -3.37374
Cl -0.29813 -3.74409 -2.90860
C 1.91968 -2.27305 -4.12773
C 2.61834 -3.75933 -3.81271
H 0.23399 1.12364 2.77080
H -1.62482 1.53052 2.57368
H -0.23416 2.87138 2.16612
H -0.69102 1.96146 -0.17448
H 0.73955 0.82326 0.48316
H -1.07104 -0.91683 1.37995
H -2.42708 0.07936 0.53226
H -1.33124 -2.19435 -0.76702
H -2.38839 -1.23122 -2.99218
H -2.58720 0.52610 -2.11201
H -3.41088 -1.07350 -1.41412
H 2.94697 -1.38382 -1.65938
H 2.39020 -0.46996 -0.10822
H 3.09674 -3.09374 0.02021
H 1.39457 -3.56357 -0.63749
H 2.38387 -2.68430 2.20494
H 1.00328 -1.50317 1.70440
H 0.97819 -4.48579 2.70664
H 0.27481 -4.54245 0.95938
H -1.64287 -4.15549 2.09253
H -0.43317 -2.75343 5.63755
H -3.12569 -3.13785 3.95685
H -2.53146 -1.55836 3.66786
H -0.17915 0.39100 -5.02104
H 0.38016 2.92845 -5.97793
H 2.21169 4.50786 -2.09102
H 1.86157 2.05459 -0.92156
H -0.26587 -1.62570 -4.17859
H 2.64769 -1.38356 -3.87678
H 1.67729 -2.30529 -5.29629
H 2.02220 -4.64359 -4.32460
H 3.71383 -3.73372 -4.22810
H 2.58707 -3.91074 -2.65016
N -2.66529 6.30828 4.02467
S -1.52383 6.44214 5.09482
O -0.72892 7.66529 5.08091
O -0.82190 5.22777 5.49347
F -2.41555 6.69601 6.40261
S -2.07969 6.11396 2.57866
O -3.06384 6.30608 1.51390
O -1.16084 5.00601 2.34842
F -1.14523 7.38946 2.36585
```

***

Density functional theory data (wB97M-V/def2-TZVPD) for a cluster of 4 separate species, C18H33IO13P2 in total.

* HOMO-LUMO gap: 9.2 eV
* ΔE to the lowest compared entry with this formula, charge and spin: 0.358 eV
* max |F|: 0.0343 Eh/bohr
* E_HOMO: -9.1 eV

The geometry in XYZ format:
```
67
C18H33IO13P2 (wB97M-V/def2-TZVPD)
C 2.90425 3.89613 -1.94654
C 3.68870 2.98683 -1.93644
C 4.52959 1.79998 -1.86728
C 3.77549 0.48380 -2.27091
C 4.39758 -0.75275 -1.63029
C 5.71173 -1.33881 -2.17645
C 6.83731 -0.36007 -2.49343
I 5.42637 -2.74609 -3.78198
O 2.38062 0.61767 -1.92765
C 1.98088 0.21361 -0.68270
O 1.16159 -0.65686 -0.58856
P 2.69323 1.01192 0.87223
C 2.08670 -0.12110 2.17537
O 1.92269 2.43304 1.12166
P 3.66971 0.47695 -4.12028
O 2.82534 -0.60366 -4.67104
H 2.14154 4.63470 -1.92299
H 5.37907 1.93916 -2.54154
H 4.93791 1.67723 -0.86524
H 4.59210 -0.55709 -0.57253
H 3.65185 -1.54657 -1.66740
H 6.08830 -1.96878 -1.37809
H 7.77857 -0.89799 -2.38638
H 6.82859 0.02238 -3.50887
H 6.87720 0.43716 -1.75372
H 2.92849 -0.33441 2.82822
H 1.74238 -1.06693 1.76714
H 1.30668 0.36728 2.75700
H 0.96066 2.35967 1.07913
H 4.97972 0.55357 -4.62598
H 3.09170 1.73394 -4.37693
C -2.79956 1.13117 2.33239
O -3.37567 1.24416 3.63544
C -2.51153 1.59375 4.58753
O -1.33871 1.80979 4.43558
O -3.17809 1.66337 5.73813
C -2.37660 2.03343 6.86444
H -3.60188 0.84509 1.65852
H -2.38820 2.08698 2.01202
H -2.02850 0.36300 2.31914
H -1.94588 3.02192 6.71977
H -1.58910 1.30146 7.03071
H -3.04354 2.04989 7.72086
C 1.18387 -2.97966 -3.35978
O 1.46191 -4.38061 -3.21158
C 0.42189 -5.17532 -3.42671
O -0.69174 -4.82953 -3.72285
O 0.82131 -6.44004 -3.25719
C -0.20758 -7.40778 -3.46100
H 2.10980 -2.45245 -3.16202
H 0.86488 -2.75337 -4.37379
H 0.42857 -2.66076 -2.64419
H -0.58838 -7.35664 -4.47934
H -1.02017 -7.26156 -2.75170
H 0.24862 -8.37932 -3.29358
C -9.44891 2.69646 0.79114
O -8.48267 1.82624 1.38274
C -7.84401 2.34996 2.43008
O -8.02074 3.45067 2.88179
O -6.98010 1.44632 2.88340
C -6.21487 1.87377 4.01766
H -9.88587 2.14869 -0.03853
H -10.22708 2.95095 1.50802
H -8.97405 3.60195 0.41839
H -6.87214 2.09535 4.85765
H -5.61533 2.74467 3.76701
H -5.56651 1.05408 4.28232
```

***

Density functional theory data (wB97M-V/def2-TZVPD) for a structure of composition C18H33LaNO3S3.

* HOMO-LUMO gap: 9.3 eV
* ΔE to the lowest compared entry with this formula, charge and spin: 0.032 eV
* max |F|: 0.0176 Eh/bohr
* E_HOMO: -18.4 eV
* charge: +3

The geometry in XYZ format:
```
59
C18H33LaNO3S3 (wB97M-V/def2-TZVPD)
La -0.07626 -0.12083 0.32063
C 3.73923 0.30107 1.16369
C 3.94397 0.00297 -0.31197
S 2.45246 0.21707 -1.34004
C 2.37587 -1.32723 -2.30880
C 2.35995 -2.64033 -1.53919
S 0.98924 -2.83103 -0.34899
C 1.80097 -3.28123 1.21867
C 2.88809 -2.35449 1.74029
S 2.39993 -0.60930 1.99043
H 4.66087 0.10196 1.71156
H 3.50137 1.35243 1.33221
H 4.70199 0.68101 -0.70277
H 4.31057 -1.00779 -0.47484
H 1.48441 -1.21625 -2.92860
H 3.22754 -1.32223 -2.98928
H 2.26554 -3.45611 -2.25493
H 3.28363 -2.81030 -0.99047
H 0.97428 -3.36808 1.92313
H 2.21512 -4.28169 1.09042
H 3.22317 -2.73159 2.70572
H 3.75932 -2.34622 1.08896
C -0.52724 -1.32685 3.92455
O -0.83350 -1.45546 2.51244
C -2.21191 -1.80986 2.27536
C -3.05129 -0.56459 2.18042
O -2.46639 0.26059 1.14702
C -2.75304 1.67757 1.24654
C -1.67293 2.38261 2.01794
O -0.40789 2.20001 1.32877
C 0.63205 3.07870 1.83386
H -0.67620 -2.28948 4.41078
H 0.51065 -1.02273 4.01369
H -1.16839 -0.57636 4.38746
H -2.24259 -2.37670 1.34037
H -2.58460 -2.45420 3.07143
H -4.07664 -0.81219 1.90647
H -3.05868 -0.01321 3.12128
H -2.81387 2.05804 0.22825
H -3.71644 1.83671 1.72966
H -1.90864 3.44650 2.06799
H -1.57567 1.99929 3.03614
H 0.26428 4.10228 1.85336
H 0.92860 2.77151 2.83606
H 1.47214 3.02061 1.14514
C -2.65782 1.97303 -5.58317
C -2.09361 1.50074 -4.28214
C -2.37481 0.23121 -3.77117
C -1.83152 -0.15694 -2.56967
N -1.01961 0.63128 -1.83790
C -0.75101 1.86149 -2.32651
C -1.25519 2.32091 -3.51711
H -3.27393 1.21568 -6.06071
H -1.85172 2.25219 -6.26481
H -3.26251 2.86906 -5.42713
H -3.01892 -0.45149 -4.31088
H -2.05414 -1.14422 -2.17146
H -0.09905 2.49505 -1.73287
H -0.99921 3.31742 -3.85526
```

***

Density functional theory data (wB97M-V/def2-TZVPD) for a structure of composition C18H33MgN5O2P.

* HOMO-LUMO gap: 9.3 eV
* max |F|: 0.0197 Eh/bohr
* E_HOMO: -17.8 eV
* charge: +3

The geometry in XYZ format:
```
60
C18H33MgN5O2P (wB97M-V/def2-TZVPD)
Mg -0.40643 1.13215 0.17333
C -0.20400 -0.73797 -3.90874
C 1.14883 -0.35978 -3.30516
C 2.09100 0.18631 -4.39389
C 1.06105 0.67894 -2.21301
C 0.05117 1.64329 -2.18186
C 0.12284 2.74381 -1.31091
C 1.19526 2.87671 -0.41014
C 1.39547 4.12239 0.38645
C 2.15672 1.85697 -0.38730
C 2.09505 0.79643 -1.27640
H -0.07752 -1.58252 -4.58034
H -0.61772 0.06975 -4.50718
H -0.93088 -1.01852 -3.14031
H 1.61841 -1.26297 -2.89874
H 1.74330 1.14453 -4.77180
H 2.14159 -0.51330 -5.22397
H 3.09579 0.31917 -4.00246
H -0.71973 1.62618 -2.94287
H -0.55105 3.58552 -1.46526
H 1.81270 3.90657 1.36940
H 0.47407 4.69502 0.48645
H 2.11864 4.75676 -0.13169
H 3.02871 1.97322 0.24626
H 2.92691 0.10584 -1.32713
C -1.32472 4.97090 3.24054
O -0.74651 3.68016 2.98548
C -1.14974 2.86720 2.07482
O -0.55083 1.78518 1.91002
N -2.18286 3.17082 1.25774
N -2.56325 2.20182 0.30950
H -0.61521 5.47354 3.89668
H -2.27354 4.88271 3.77217
H -1.44844 5.55608 2.32861
H -2.82515 3.93077 1.46946
H -2.84567 2.66716 -0.55652
H -3.38087 1.67456 0.64396
C -1.17741 -3.97520 2.34799
N 0.22307 -3.39533 2.56691
C 1.16107 -4.09717 1.57965
N 0.68427 -3.94709 0.25985
C -0.64460 -4.51691 0.10821
N -1.56379 -3.82900 0.99801
C -1.85455 -2.47594 0.60381
P -0.30266 -1.42202 0.65445
C 0.24064 -1.92418 2.38325
C 0.80884 -2.61556 -0.27104
H -1.87629 -3.46287 3.01445
H -1.14704 -5.03717 2.60985
H 0.52141 -3.61930 3.52212
H 1.18991 -5.15701 1.84795
H 2.16311 -3.67316 1.68732
H -0.62135 -5.57591 0.37107
H -0.98210 -4.43136 -0.92470
H -2.61742 -2.06206 1.27167
H -2.26434 -2.47556 -0.41106
H -0.42830 -1.46487 3.11990
H 1.25357 -1.54536 2.57059
H 1.85021 -2.28084 -0.19976
H 0.52035 -2.62151 -1.32568
```